Formula: C37H78F2N3O28S2Zn
Source: the OMol25 dataset
Level of theory: ωB97M-V/def2-TZVPD

Calculated total energy   -6502.12740 a.u.
Net charge   +1

Each line ends with the Löwdin charge.
Cartesian coordinates (Å):
O  2.704  3.101  9.239  -0.14
H  0.188  -7.783  4.667  0.10
H  -6.445  2.939  -4.696  0.07
O  -0.933  -7.429  3.067  -0.03
H  -0.802  -0.264  -7.978  0.08
H  0.663  3.020  9.050  0.13
H  6.090  6.311  9.490  0.08
C  5.564  5.517  10.019  -0.10
C  1.537  2.192  7.189  -0.17
O  5.301  4.475  9.063  -0.19
O  -1.309  -5.587  1.829  -0.04
H  -0.899  0.624  -9.513  0.09
O  4.025  -1.674  -4.380  0.01
C  -1.734  -4.230  1.644  -0.06
H  -3.852  -4.397  -4.567  0.09
C  3.492  -2.158  1.507  -0.18
H  4.769  1.202  3.221  0.08
H  2.416  1.716  6.754  0.12
H  5.592  -7.965  1.225  0.09
H  4.611  -1.409  3.237  0.13
C  3.625  -1.371  2.773  -0.23
H  -1.732  -4.973  -11.441  0.09
C  4.317  0.824  2.304  -0.09
C  2.725  -1.998  -4.690  -0.05
O  0.273  1.575  6.827  -0.17
H  -1.597  -8.077  4.917  0.10
H  4.573  -4.224  -0.180  0.13
O  -2.177  -0.012  -2.869  -0.21
H  2.042  7.211  1.199  0.10
H  -7.945  2.417  -0.214  0.12
H  4.643  5.999  10.348  0.09
H  1.386  3.168  6.728  0.12
C  -7.393  1.489  -0.063  -0.14
H  3.680  -6.077  2.172  0.13
H  -6.735  1.476  -0.931  0.11
O  -0.873  2.976  -0.164  -0.25
H  -6.810  -0.795  -0.719  0.09
H  -0.872  1.192  5.194  0.09
H  1.600  6.134  -0.162  0.09
C  5.096  3.209  9.680  -0.19
C  -5.575  5.135  1.943  -0.18
H  -6.138  3.984  0.277  0.12
H  -2.280  0.540  -8.541  0.09
C  -3.002  6.812  -2.806  -0.06
H  4.185  2.464  7.895  0.11
F  -2.191  1.806  -4.358  -0.20
H  -7.380  7.023  3.911  0.09
H  6.177  6.124  -3.069  0.11
O  4.153  -3.404  1.730  -0.14
H  -3.127  6.584  -1.748  0.09
C  4.418  -0.450  -4.066  -0.49
H  -8.140  2.843  -5.143  0.08
C  6.700  -1.448  -3.992  -0.04
C  -6.890  1.356  -6.046  -0.29
H  -5.115  5.933  1.360  0.12
O  4.353  -6.699  0.340  -0.21
H  -3.204  -5.633  -5.599  0.10
H  7.710  -1.052  -3.890  0.10
O  3.578  6.546  -0.081  0.00
C  -1.425  -0.062  -8.849  -0.03
H  2.641  -3.029  -5.033  0.11
H  -8.344  -1.680  -0.346  0.10
C  -1.485  -6.610  -3.665  -0.49
H  5.319  -5.730  1.913  0.13
C  -6.446  6.677  3.468  -0.15
O  -8.344  0.401  -0.110  -0.16
H  3.903  1.391  9.351  0.13
H  1.416  1.516  9.150  0.12
C  1.543  2.492  8.682  -0.19
O  5.790  -0.335  -3.827  -0.01
H  -1.319  -3.928  0.683  0.09
H  -5.976  6.294  4.374  0.09
O  -0.951  -7.069  -4.674  0.10
H  -2.815  -4.093  1.626  0.09
H  -2.221  -4.286  -4.975  0.09
C  3.952  2.406  8.958  -0.14
C  -5.728  3.732  1.255  -0.16
C  -1.297  -6.127  3.125  -0.54
N  -6.790  0.314  -6.489  0.13
Zn  1.557  3.201  -3.918  1.31
H  -0.161  -4.415  -11.283  0.10
C  0.132  1.497  5.486  -0.18
H  6.630  -1.964  -4.949  0.10
H  3.830  -8.396  1.453  0.08
H  -5.664  1.092  1.429  0.13
H  2.303  -1.201  -5.302  0.10
H  4.601  -8.789  0.006  0.08
O  -1.152  -7.040  -2.391  -0.03
H  2.048  -2.054  -3.838  0.10
C  -6.647  1.559  1.361  -0.14
C  -1.131  -2.282  -9.721  -0.61
H  -6.977  3.381  -6.351  0.08
O  -1.953  -1.246  -9.524  0.01
H  5.089  0.329  1.715  0.09
H  5.346  4.631  -2.795  0.08
C  5.938  5.397  -2.293  -0.06
H  -7.321  -1.092  0.932  0.09
O  3.201  -0.047  2.574  -0.18
H  -4.784  5.020  2.684  0.11
H  6.782  4.824  -1.910  0.11
H  -3.889  6.331  -3.218  0.09
H  6.657  -2.232  -3.235  0.09
O  3.671  0.540  -3.839  0.01
H  0.294  -8.058  -1.192  0.09
C  0.161  -7.678  -2.206  -0.03
F  0.659  1.243  -0.594  -0.20
H  6.231  5.271  10.846  0.09
O  -1.642  0.628  -0.329  -0.23
H  -0.602  -9.218  3.926  0.10
C  4.599  -8.020  0.779  -0.12
H  0.994  -7.008  -2.415  0.09
H  0.706  0.667  5.074  0.08
O  -1.771  -3.242  -10.343  0.02
H  6.028  2.656  9.796  0.12
O  -2.575  -5.754  -3.605  -0.02
O  -1.437  -5.505  4.138  0.13
H  3.051  -1.836  3.575  0.13
H  3.906  1.704  1.809  0.08
H  -5.849  7.544  3.185  0.09
H  3.858  -1.560  0.673  0.12
O  -6.718  5.755  2.492  -0.15
C  -1.088  -4.477  -10.714  -0.01
C  -7.125  2.699  -5.513  -0.07
C  -2.977  -5.029  -4.720  -0.08
O  -6.620  2.869  1.907  -0.11
C  4.355  -5.699  1.404  -0.18
C  4.015  -4.428  0.734  -0.18
H  -3.137  7.894  -2.809  0.10
H  -4.741  3.271  1.216  0.13
H  -1.324  -3.554  2.395  0.09
S  -2.048  1.410  -2.817  0.36
H  2.544  5.497  1.285  0.10
O  3.234  4.867  -1.708  -0.01
O  5.243  6.026  -1.269  0.01
C  2.332  6.334  0.620  0.00
C  -1.744  6.285  -3.250  -0.27
H  4.747  3.417  10.692  0.11
N  -0.770  5.845  -3.645  0.12
H  2.447  -2.384  1.292  0.13
S  -0.853  1.738  -0.884  0.58
C  -7.683  -0.859  -0.069  -0.09
O  0.022  -2.315  -9.287  0.08
H  -7.285  1.080  2.102  0.13
O  -3.149  2.231  -2.326  -0.27
C  3.926  5.744  -1.104  -0.49
C  -0.737  -8.189  4.257  -0.03
H  2.970  -4.545  0.449  0.13
H  0.327  2.391  4.893  0.09
H  0.324  -8.555  -2.833  0.09
N  -0.620  1.906  -2.607  -0.27
H  -1.048  -5.184  -9.885  0.10